(1)
17
Properties=species:S:1:pos:R:3:mulliken_charge:R:1 method="wB97M-V/def2-TZVPD" spin_multiplicity=1 max_force_ev_per_a=2.0 e_above_lowest_ev=0.508 molar_mass_g_mol=110.11 gap_ev=11.19
O 0.09385 0.62155 1.04443 -0.50
C 0.26421 -0.30751 0.29913 0.30
O 1.48675 -0.74683 -0.06613 -0.45
C -0.81876 -1.29938 -0.09206 -0.08
C -1.02782 -2.33128 1.00466 -1.16
H 2.04231 0.04998 0.03825 0.33
H -1.69222 -0.69354 -0.33689 0.30
H -0.51022 -1.80960 -1.00678 0.33
H -0.21279 -2.38788 1.74179 0.32
H -1.95654 -2.11878 1.56031 0.30
H -1.16643 -3.34716 0.64838 0.32
H 2.62526 3.10130 0.22802 0.31
H 1.35472 3.83116 0.57584 0.32
O 1.86258 3.52173 -0.17372 -0.62
H -1.25808 0.85095 -1.37997 0.30
H -0.09222 1.65850 -1.99134 0.32
O -0.99460 1.40680 -2.09393 -0.63

(2)
48
Properties=species:S:1:pos:R:3:mulliken_charge:R:1 method="wB97M-V/def2-TZVPD" spin_multiplicity=1 max_force_ev_per_a=3.5 e_above_lowest_ev=0.000 molar_mass_g_mol=440.37 gap_ev=7.19
O 2.63961 1.11137 2.35220 -0.66
C 1.54344 1.64393 2.25938 0.43
C 1.16922 3.06477 2.07690 0.30
C -0.21050 3.18416 2.16004 0.14
C -0.85204 4.41089 2.04754 -0.49
C -0.04719 5.54318 1.83140 -0.46
C 1.35815 5.42121 1.73189 -0.47
C 1.98359 4.16757 1.85065 -0.53
C -0.79910 1.84236 2.35647 0.38
O -1.96400 1.50832 2.52925 -0.66
N 0.30137 0.96587 2.27650 0.49
C 0.18196 -0.44871 2.63874 -1.78
C -0.46331 -1.27923 1.53962 0.25
C -0.39095 -2.77355 1.92648 -0.88
C 0.24034 -3.48449 0.73493 -0.66
C 1.04593 -2.40339 0.03832 -0.60
N 0.25650 -1.16212 0.26105 0.13
H -1.93912 4.45251 2.13059 0.49
H -0.51027 6.53170 1.73307 0.38
H 1.96053 6.31777 1.55729 0.38
H 3.06048 4.02480 1.76752 0.48
H 1.19115 -0.80641 2.86375 0.62
H -0.43674 -0.52394 3.54324 0.30
H -1.49444 -0.93001 1.38078 0.41
H 0.26350 -2.86246 2.80401 0.43
H -1.37286 -3.15499 2.22120 0.34
H 0.84225 -4.34599 1.03651 0.41
H -0.54463 -3.80001 0.04197 0.25
H 2.01509 -2.27526 0.53801 0.39
H 1.21892 -2.53843 -1.03037 0.36
H 0.82540 -0.31888 0.17952 0.15
O -1.96703 -3.26884 -5.59819 -0.56
N -0.95400 -2.60610 -5.31324 0.90
O 0.03467 -2.49883 -6.08087 -0.61
C -0.84867 -1.92508 -4.04773 -0.69
C 0.28737 -1.14637 -3.75154 -0.37
C 0.36808 -0.40090 -2.54243 -0.83
N 1.54630 0.34821 -2.23360 0.96
O 2.41748 0.50108 -3.10485 -0.63
O 1.67169 0.84674 -1.06705 -0.66
C -0.62088 -0.47423 -1.47846 1.12
C -1.74064 -1.34834 -1.77572 0.18
N -2.82080 -1.54523 -0.99618 -0.47
O -3.68578 -2.30500 -1.89167 -0.15
N -3.10985 -2.58030 -3.10059 -0.39
C -1.86662 -2.03596 -3.01477 0.99
H 1.09965 -1.08433 -4.46290 0.63
H -0.88321 0.44093 -0.91868 0.27

(3)
53
Properties=species:S:1:pos:R:3:mulliken_charge:R:1 method="wB97M-V/def2-TZVPD" spin_multiplicity=1 max_force_ev_per_a=4.2 e_above_lowest_ev=3.347 molar_mass_g_mol=391.83 total_charge=-1 gap_ev=7.77
Cl 1.60766 0.85827 0.90618 1.60
O 2.96954 1.03950 0.70603 -0.61
O 0.77617 1.12958 -0.20975 -0.64
O 1.44056 -0.53167 1.39108 -0.68
O 1.09403 1.78268 1.84946 -0.67
C -2.86211 5.87212 0.57433 -0.93
C -3.16008 6.45252 2.00034 0.61
O -4.03945 7.33170 2.11047 -0.66
N -2.63772 5.83989 3.03320 -0.16
C -2.76450 6.37335 4.38589 -0.86
H -2.63692 4.80662 0.62028 0.36
H -2.08794 6.46661 0.08920 0.24
H -3.82670 5.91355 0.06843 0.26
H -2.14582 4.97407 2.86444 0.25
H -3.72588 6.35147 4.89911 0.27
H -2.60990 7.44741 4.28284 0.27
H -1.98433 6.11681 5.10256 0.36
C 2.49332 -3.21556 -3.52089 -1.00
C 3.92521 -3.78398 -3.76259 0.67
O 4.34520 -3.60047 -4.92515 -0.65
N 4.50894 -4.38081 -2.71096 -0.19
C 5.83499 -4.98983 -2.90180 -0.86
H 2.39510 -2.13176 -3.45894 0.26
H 1.96949 -3.63789 -2.66337 0.33
H 1.85804 -3.59261 -4.32237 0.27
H 4.03529 -4.57376 -1.84004 0.26
H 6.54894 -4.40173 -2.32517 0.28
H 6.24093 -5.04356 -3.91196 0.31
H 5.71491 -5.99999 -2.51031 0.31
C -4.11071 1.54415 -5.20051 -1.05
C -4.11001 1.42100 -6.76340 0.69
O -3.22780 1.97584 -7.38154 -0.60
N -5.14968 0.82419 -7.37444 -0.23
C -5.55663 0.94094 -8.79682 -0.80
H -4.59496 0.68066 -4.74442 0.33
H -4.78349 2.25911 -4.72691 0.30
H -3.07878 1.51444 -4.85075 0.29
H -5.80446 0.30818 -6.80428 0.23
H -5.28007 0.14399 -9.48711 0.24
H -5.18483 1.93686 -9.03762 0.29
H -6.64551 0.97462 -8.76106 0.31
C 3.72744 -2.02708 7.01768 -1.15
C 3.57938 -3.44443 7.36757 0.78
O 4.55882 -4.15379 7.58259 -0.65
N 2.33708 -3.86282 7.24797 -0.20
C 1.87414 -5.17717 7.68137 -0.86
H 3.34515 -1.56893 7.92986 0.29
H 3.29226 -1.69663 6.07455 0.35
H 4.74382 -1.63346 7.00609 0.31
H 1.63340 -3.26161 6.84362 0.25
H 1.48835 -5.15971 8.70065 0.28
H 2.66222 -5.91993 7.55743 0.30
H 1.00791 -5.49100 7.09891 0.32

Please write out number 2 again, unchanged.
48
Properties=species:S:1:pos:R:3:mulliken_charge:R:1 method="wB97M-V/def2-TZVPD" spin_multiplicity=1 max_force_ev_per_a=3.5 e_above_lowest_ev=0.000 molar_mass_g_mol=440.37 gap_ev=7.19
O 2.63961 1.11137 2.35220 -0.66
C 1.54344 1.64393 2.25938 0.43
C 1.16922 3.06477 2.07690 0.30
C -0.21050 3.18416 2.16004 0.14
C -0.85204 4.41089 2.04754 -0.49
C -0.04719 5.54318 1.83140 -0.46
C 1.35815 5.42121 1.73189 -0.47
C 1.98359 4.16757 1.85065 -0.53
C -0.79910 1.84236 2.35647 0.38
O -1.96400 1.50832 2.52925 -0.66
N 0.30137 0.96587 2.27650 0.49
C 0.18196 -0.44871 2.63874 -1.78
C -0.46331 -1.27923 1.53962 0.25
C -0.39095 -2.77355 1.92648 -0.88
C 0.24034 -3.48449 0.73493 -0.66
C 1.04593 -2.40339 0.03832 -0.60
N 0.25650 -1.16212 0.26105 0.13
H -1.93912 4.45251 2.13059 0.49
H -0.51027 6.53170 1.73307 0.38
H 1.96053 6.31777 1.55729 0.38
H 3.06048 4.02480 1.76752 0.48
H 1.19115 -0.80641 2.86375 0.62
H -0.43674 -0.52394 3.54324 0.30
H -1.49444 -0.93001 1.38078 0.41
H 0.26350 -2.86246 2.80401 0.43
H -1.37286 -3.15499 2.22120 0.34
H 0.84225 -4.34599 1.03651 0.41
H -0.54463 -3.80001 0.04197 0.25
H 2.01509 -2.27526 0.53801 0.39
H 1.21892 -2.53843 -1.03037 0.36
H 0.82540 -0.31888 0.17952 0.15
O -1.96703 -3.26884 -5.59819 -0.56
N -0.95400 -2.60610 -5.31324 0.90
O 0.03467 -2.49883 -6.08087 -0.61
C -0.84867 -1.92508 -4.04773 -0.69
C 0.28737 -1.14637 -3.75154 -0.37
C 0.36808 -0.40090 -2.54243 -0.83
N 1.54630 0.34821 -2.23360 0.96
O 2.41748 0.50108 -3.10485 -0.63
O 1.67169 0.84674 -1.06705 -0.66
C -0.62088 -0.47423 -1.47846 1.12
C -1.74064 -1.34834 -1.77572 0.18
N -2.82080 -1.54523 -0.99618 -0.47
O -3.68578 -2.30500 -1.89167 -0.15
N -3.10985 -2.58030 -3.10059 -0.39
C -1.86662 -2.03596 -3.01477 0.99
H 1.09965 -1.08433 -4.46290 0.63
H -0.88321 0.44093 -0.91868 0.27